{"formula": "C27H43Br3FN3O4PSn", "method": "ωB97M-V/def2-TZVPD", "total_charge": 1, "homo_ev": -9.46, "max_force_ev_per_a": 4.7, "species": ["Sn", "Br", "Br", "Br", "P", "F", "O", "O", "O", "O", "N", "N", "N", "C", "C", "C", "C", "C", "C", "C", "C", "C", "C", "C", "C", "C", "C", "C", "C", "C", "C", "C", "C", "C", "C", "C", "C", "C", "C", "C", "H", "H", "H", "H", "H", "H", "H", "H", "H", "H", "H", "H", "H", "H", "H", "H", "H", "H", "H", "H", "H", "H", "H", "H", "H", "H", "H", "H", "H", "H", "H", "H", "H", "H", "H", "H", "H", "H", "H", "H", "H", "H", "H"], "coordinates": [[-3.43, 1.29, -6.27], [-1.21, 3.52, 0.53], [-5.64, -4.96, 0.83], [-4.52, 0.08, 0.12], [-0.97, -2.48, 0.16], [-0.06, -3.91, -0.36], [0.65, -0.92, -3.33], [-2.06, -1.23, 0.73], [0.15, -1.33, -0.46], [3.19, 6.23, 0.59], [-1.65, -2.59, -1.50], [-0.39, 0.89, -4.43], [2.60, 3.91, 0.47], [2.52, -2.74, 0.94], [-1.45, 0.11, 0.62], [-0.93, 0.48, -1.89], [1.40, -2.45, 1.96], [1.06, 0.80, 0.03], [-0.13, -2.81, 1.84], [1.69, 2.79, -1.70], [-0.13, 0.05, -3.20], [0.89, -1.39, 4.52], [4.84, 4.68, 1.68], [-4.24, 3.17, 0.16], [-2.76, 1.02, 0.39], [1.86, -1.74, 3.30], [4.46, -1.61, 2.42], [-1.69, 0.34, -4.95], [-4.18, -4.66, 2.19], [3.37, -1.34, 3.49], [-2.35, -3.81, 0.57], [-1.08, 0.41, 2.16], [2.06, 1.34, -1.11], [-3.41, -3.31, 1.68], [2.53, 3.98, -1.02], [4.03, -2.35, 1.13], [3.49, 5.04, 0.87], [-0.27, 0.08, -0.49], [-2.83, 2.43, 0.35], [0.63, 0.60, -5.50], [-1.71, -0.81, -4.83], [-2.62, -2.26, -1.55], [3.09, 1.46, -0.60], [5.52, -1.26, 2.64], [-0.80, -2.30, 2.64], [2.27, -3.27, -0.04], [1.65, 0.00, 0.62], [0.90, 1.65, 0.77], [-4.65, 2.93, -0.88], [-4.64, -4.53, 3.22], [3.67, -0.82, 4.46], [-1.10, 1.63, -1.86], [-2.94, -2.82, 2.59], [-4.03, 4.30, 0.22], [-1.75, -0.30, 2.79], [3.11, 3.07, 0.81], [-1.87, 0.59, -6.07], [-1.52, -3.53, -1.92], [-4.24, -2.67, 1.19], [-1.36, 1.47, 2.51], [0.56, 2.97, -1.72], [-0.01, 0.17, 2.45], [4.78, 5.18, 2.70], [-1.99, 0.03, -2.02], [0.42, -0.42, -5.95], [1.98, 4.97, -1.27], [0.48, 1.42, -6.30], [1.47, -1.52, 5.50], [-0.23, -3.94, 2.05], [5.72, 5.13, 1.10], [-2.58, 0.74, -4.31], [-3.47, -5.57, 2.22], [3.55, 4.05, -1.55], [-2.98, -4.08, -0.36], [-1.89, -4.81, 0.90], [-0.03, -2.10, 4.58], [-4.99, 2.95, 1.01], [4.82, -2.59, 0.33], [5.01, 3.55, 1.78], [2.01, 2.77, -2.82], [0.47, -0.33, 4.50], [2.23, 0.55, -1.93], [1.68, 0.74, -5.08]]}

---

{"formula": "C12H24NO7P", "method": "ωB97M-V/def2-TZVPD", "total_charge": 0, "homo_ev": -7.63, "max_force_ev_per_a": 1.7, "smiles": "CCP(C)NCCOC.O=C1OCCO1.O=C1OCCO1", "e_above_lowest_ev": 0.000, "species": ["P", "O", "O", "O", "O", "O", "O", "O", "N", "C", "C", "C", "C", "C", "C", "C", "C", "C", "C", "C", "C", "H", "H", "H", "H", "H", "H", "H", "H", "H", "H", "H", "H", "H", "H", "H", "H", "H", "H", "H", "H", "H", "H", "H", "H"], "coordinates": [[3.02, -0.05, -2.13], [1.36, -1.33, 4.36], [-6.95, 1.87, -2.80], [0.43, -2.55, 2.73], [-4.70, 1.87, -2.80], [-1.10, 1.47, -0.62], [-5.81, 2.77, -1.09], [1.05, -0.42, 2.32], [1.29, -0.03, -2.36], [3.47, -1.81, -1.64], [0.70, -3.45, 3.80], [0.25, 1.86, -0.90], [-1.17, 0.35, 0.26], [3.54, 0.96, -0.63], [0.96, -1.35, 3.06], [-3.73, 2.54, -2.01], [0.70, 1.30, -2.29], [0.88, -2.53, 4.97], [2.50, -2.44, -0.60], [-5.92, 2.14, -2.28], [-4.43, 2.72, -0.69], [-2.02, -0.27, -0.06], [-4.29, 1.86, -0.03], [4.64, 1.02, -0.61], [3.23, 0.49, 0.33], [-4.14, 3.62, -0.17], [-2.82, 1.95, -1.92], [2.86, -3.47, -0.40], [0.88, 1.55, -0.04], [-0.27, -0.29, 0.24], [4.46, -1.76, -1.15], [1.48, -2.58, -1.01], [1.59, -2.91, 5.70], [0.79, -0.72, -1.81], [1.36, 2.02, -2.81], [1.61, -4.02, 3.56], [-3.48, 3.50, -2.48], [3.14, 1.98, -0.63], [2.47, -1.87, 0.33], [-0.12, -4.15, 3.93], [-1.27, 0.69, 1.31], [3.60, -2.46, -2.51], [0.30, 2.96, -0.97], [-0.07, -2.31, 5.48], [-0.23, 1.27, -2.90]]}

---

{"formula": "C13H10F5MnN", "method": "ωB97M-V/def2-TZVPD", "total_charge": -2, "spin_multiplicity": 6, "s2": 8.87, "homo_ev": [2.03, 1.31], "max_force_ev_per_a": 2.8, "species": ["Mn", "F", "F", "F", "F", "F", "N", "C", "C", "C", "C", "C", "C", "C", "C", "C", "C", "C", "C", "C", "H", "H", "H", "H", "H", "H", "H", "H", "H", "H"], "coordinates": [[-0.71, 1.39, 0.31], [-0.73, -5.00, 1.76], [1.76, -3.88, 1.98], [-2.76, -3.47, 0.62], [-2.36, -1.01, -0.08], [2.29, -1.70, 0.67], [2.04, 0.77, 1.31], [-1.55, -2.94, 0.88], [-2.58, 2.16, -0.02], [0.46, 1.98, -1.51], [-0.07, -0.93, 0.71], [-2.01, 1.59, -1.22], [-1.29, -1.60, 0.55], [1.14, 2.45, -0.33], [2.20, 1.42, 0.08], [0.93, 0.66, -1.80], [-0.53, -3.71, 1.42], [0.97, -1.84, 1.00], [0.74, -3.14, 1.52], [1.96, 0.34, -0.97], [2.65, -0.47, -1.13], [1.29, 3.53, -0.18], [-3.48, 1.78, 0.53], [-2.00, 0.51, -1.45], [-2.56, 3.28, 0.07], [-0.10, 2.61, -2.19], [0.61, 0.11, -2.69], [3.25, 1.78, 0.09], [-1.94, 2.22, -2.11], [2.38, 1.11, 2.16]]}

---

{"formula": "CHBr2F2P", "method": "ωB97M-V/def2-TZVPD", "total_charge": 0, "homo_ev": [-8.38, -7.99], "max_force_ev_per_a": 3.5, "e_above_lowest_ev": 0.855, "species": ["Br", "Br", "P", "F", "F", "C", "H"], "coordinates": [[3.88, -0.27, -3.56], [2.73, 1.28, -0.80], [4.62, 0.68, -1.78], [1.18, -1.37, 0.27], [0.60, 0.38, 1.61], [0.75, -0.11, 0.37], [0.08, 0.30, -0.26]]}

---

{"formula": "C4H9NO2", "method": "ωB97M-V/def2-TZVPD", "total_charge": 0, "homo_ev": -10.15, "max_force_ev_per_a": 0.5, "smiles": "C[C@@H](O)CC(N)=O", "e_above_lowest_ev": 0.361, "species": ["O", "O", "N", "C", "C", "C", "C", "H", "H", "H", "H", "H", "H", "H", "H", "H"], "coordinates": [[1.40, 0.34, -0.98], [-1.22, 0.82, -1.79], [-2.02, -1.19, -1.13], [0.79, 0.70, 0.24], [-0.60, 0.05, 0.40], [-1.30, -0.06, -0.94], [1.72, 0.22, 1.34], [-0.51, -0.95, 0.86], [-1.96, -1.96, -0.48], [1.31, 0.44, 2.33], [-1.21, 0.67, 1.07], [-2.42, -1.37, -2.04], [0.82, 0.69, -1.67], [0.67, 1.79, 0.29], [1.84, -0.87, 1.25], [2.70, 0.68, 1.25]]}

---

{"formula": "C7H14N2O5", "method": "ωB97M-V/def2-TZVPD", "total_charge": 0, "homo_ev": -9.75, "max_force_ev_per_a": 3.0, "smiles": "C[C@@H](O)[C@H](N)C(=O)N[C@@H](CO)C(=O)O", "e_above_lowest_ev": 0.985, "species": ["O", "O", "O", "O", "O", "N", "N", "C", "C", "C", "C", "C", "C", "C", "H", "H", "H", "H", "H", "H", "H", "H", "H", "H", "H", "H", "H", "H"], "coordinates": [[-1.08, 2.49, 0.12], [-3.08, 1.91, 0.92], [0.53, -1.19, 2.49], [-2.35, -1.91, -0.94], [1.05, 1.33, -0.73], [1.03, -1.11, -0.87], [-1.10, -0.41, 1.17], [1.92, 0.77, 0.22], [1.40, -0.64, 0.42], [-2.07, 1.57, 0.38], [-2.93, -0.66, -0.47], [0.22, -0.74, 1.44], [-1.75, 0.14, -0.02], [3.35, 0.81, -0.20], [3.78, 1.80, -0.40], [-3.09, -2.48, -1.24], [3.54, 0.21, -1.10], [-1.06, 0.07, -0.86], [3.90, 0.28, 0.61], [-1.69, -0.65, 1.99], [1.82, -1.53, -1.39], [1.78, 1.37, 1.12], [-0.30, 2.23, -0.43], [0.72, 0.56, -1.24], [-3.62, -0.90, 0.34], [2.21, -1.31, 0.80], [-3.47, -0.15, -1.31], [0.32, -1.85, -0.82]]}

---

{"formula": "C10H21NO", "method": "ωB97M-V/def2-TZVPD", "total_charge": 0, "homo_ev": -8.56, "max_force_ev_per_a": 0.9, "smiles": "C[C@H]1C=CCN1.CCC(O)CC", "e_above_lowest_ev": 1.427, "species": ["O", "N", "C", "C", "C", "C", "C", "C", "C", "C", "C", "C", "H", "H", "H", "H", "H", "H", "H", "H", "H", "H", "H", "H", "H", "H", "H", "H", "H", "H", "H", "H", "H"], "coordinates": [[2.29, 3.13, 1.12], [-0.58, -2.27, 0.00], [2.02, 2.25, -2.56], [-0.63, -2.55, 1.45], [-1.94, -1.93, -0.45], [-2.82, -2.32, 0.71], [-0.04, 1.34, 1.31], [1.63, 2.66, -0.06], [-2.32, -2.63, -1.75], [-2.09, -2.63, 1.76], [0.97, 1.33, 0.18], [2.62, 2.61, -1.21], [-0.11, -1.75, 2.02], [0.10, -1.55, -0.23], [-2.43, -2.92, 2.75], [-3.91, -2.29, 0.63], [1.66, 1.21, -2.52], [-2.05, -0.83, -0.59], [-3.42, -2.65, -1.91], [-0.13, -3.49, 1.70], [-0.77, 2.14, 1.20], [1.14, 2.86, -2.81], [0.46, 1.49, 2.27], [3.42, 1.89, -0.97], [0.84, 3.43, -0.25], [2.91, 2.43, 1.41], [-1.99, -3.68, -1.71], [2.73, 2.34, -3.38], [-1.85, -2.14, -2.62], [3.10, 3.60, -1.25], [1.78, 0.59, 0.35], [-0.58, 0.41, 1.36], [0.46, 1.02, -0.73]]}

---

{"formula": "C3H11N2", "method": "ωB97M-V/def2-TZVPD", "total_charge": 2, "spin_multiplicity": 2, "s2": 0.76, "homo_ev": [-20.52, -21.39], "max_force_ev_per_a": 3.0, "e_above_lowest_ev": 1.647, "species": ["N", "N", "C", "C", "C", "H", "H", "H", "H", "H", "H", "H", "H", "H", "H", "H"], "coordinates": [[0.03, -0.85, 1.34], [-0.58, 1.49, -0.01], [-0.36, 1.68, -1.39], [1.10, -1.87, 1.04], [-0.67, 0.75, -2.33], [2.07, -1.45, 1.33], [-0.77, 1.15, -3.34], [1.02, -2.36, 0.09], [-0.01, 2.09, 0.60], [-0.01, -0.39, 2.25], [1.03, -2.66, 1.79], [-0.78, -1.47, 1.50], [-1.53, 1.70, 0.31], [0.27, 2.53, -1.70], [-0.79, -0.32, -2.10], [-0.01, -0.03, 0.62]]}

---

{"formula": "C44H46InN6O4SSeSi", "method": "ωB97M-V/def2-TZVPD", "total_charge": -1, "homo_ev": -3.99, "max_force_ev_per_a": 0.6, "e_above_lowest_ev": 0.652, "species": ["In", "Se", "S", "Si", "O", "O", "O", "O", "N", "N", "N", "N", "N", "N", "C", "C", "C", "C", "C", "C", "C", "C", "C", "C", "C", "C", "C", "C", "C", "C", "C", "C", "C", "C", "C", "C", "C", "C", "C", "C", "C", "C", "C", "C", "C", "C", "C", "C", "C", "C", "C", "C", "C", "C", "C", "C", "C", "C", "H", "H", "H", "H", "H", "H", "H", "H", "H", "H", "H", "H", "H", "H", "H", "H", "H", "H", "H", "H", "H", "H", "H", "H", "H", "H", "H", "H", "H", "H", "H", "H", "H", "H", "H", "H", "H", "H", "H", "H", "H", "H", "H", "H", "H", "H"], "coordinates": [[-0.24, -0.22, -0.05], [1.28, -3.58, -1.05], [-4.25, 1.01, 0.11], [-0.99, -1.83, 1.82], [3.55, -1.24, 1.56], [-3.12, 0.03, 0.24], [-2.07, 3.19, 1.87], [-0.71, -1.14, -1.88], [1.88, -0.13, -1.39], [-0.36, 1.68, 1.31], [3.47, -3.95, 0.74], [-0.96, 1.86, -1.24], [1.77, 0.23, 1.20], [3.21, -5.67, -0.57], [-1.90, -0.94, 3.22], [-7.15, -0.83, -2.87], [2.67, -6.57, -1.56], [5.48, -4.80, 2.02], [3.14, -0.56, -3.37], [0.40, -2.81, 2.62], [2.00, -0.14, -2.71], [-1.57, 2.71, -0.40], [-5.42, 0.27, -1.02], [1.73, 0.93, 4.86], [-1.35, 2.52, 1.10], [-6.33, -1.66, -2.11], [-1.96, -1.63, -2.28], [-6.22, 1.10, -1.78], [2.14, 0.39, 3.65], [-1.15, 2.02, -2.55], [2.71, -4.44, -0.27], [-5.45, -1.11, -1.18], [-6.59, 0.68, 3.98], [2.91, -0.59, -0.65], [-1.82, -3.08, -2.72], [0.25, 1.45, 2.55], [-5.85, 1.98, 2.10], [-2.53, 3.93, -2.21], [-6.56, 1.88, 3.29], [-2.58, -0.81, -3.41], [-2.36, 3.76, -0.85], [6.32, -5.90, 2.10], [0.59, 1.73, 4.92], [-5.20, -0.34, 2.30], [-0.15, 1.99, 3.77], [-2.16, -3.14, 1.13], [-7.10, 0.54, -2.71], [4.30, -5.95, 0.24], [2.75, -0.56, 0.87], [-1.92, 3.03, -3.08], [5.13, -7.06, 0.32], [4.46, -4.85, 1.08], [4.10, -1.01, -1.23], [1.41, 0.64, 2.49], [6.15, -7.01, 1.26], [-5.91, -0.43, 3.49], [-5.20, 0.86, 1.61], [4.22, -0.99, -2.60], [-2.82, 4.40, -0.11], [-7.82, -1.27, -3.60], [0.00, -3.44, 3.42], [-2.60, -3.73, 1.94], [2.18, -7.42, -1.09], [3.47, -6.93, -2.21], [1.13, 0.18, -3.26], [-1.50, -3.71, -1.89], [4.89, -1.35, -0.58], [2.30, 0.73, 5.76], [5.60, -3.94, 2.66], [-1.04, 2.60, 3.80], [1.94, -6.01, -2.15], [-1.61, -3.81, 0.47], [-7.73, 1.19, -3.31], [-4.62, -1.18, 1.93], [-2.04, 3.11, -4.16], [-1.19, -0.67, 4.01], [6.83, -7.85, 1.36], [-7.12, 0.61, 4.92], [-5.79, 2.92, 1.56], [-2.76, -3.47, -3.11], [1.16, -2.16, 3.05], [3.18, -0.55, -4.45], [7.12, -5.90, 2.82], [-2.97, -2.69, 0.55], [0.88, -3.45, 1.88], [-6.16, 2.18, -1.66], [3.33, -3.01, 1.17], [-7.07, 2.75, 3.69], [5.13, -1.32, -3.08], [-2.93, 0.16, -3.06], [-2.66, -1.59, 3.66], [-2.37, -0.02, 2.89], [-1.82, -0.64, -4.19], [-2.67, -1.60, -1.44], [-1.05, -3.16, -3.50], [-0.68, 1.28, -3.18], [-3.14, 4.73, -2.60], [5.00, -7.91, -0.33], [-6.35, -2.73, -2.25], [-4.79, -1.74, -0.60], [-5.91, -1.35, 4.05], [0.27, 2.14, 5.87], [3.02, -0.24, 3.59], [-3.43, -1.32, -3.86]]}

---

{"formula": "C5H20F2N10O5Sr", "method": "ωB97M-V/def2-TZVPD", "total_charge": 0, "homo_ev": -7.93, "max_force_ev_per_a": 2.8, "species": ["Sr", "F", "F", "O", "O", "O", "O", "O", "N", "N", "N", "N", "N", "N", "N", "N", "N", "N", "C", "C", "C", "C", "C", "H", "H", "H", "H", "H", "H", "H", "H", "H", "H", "H", "H", "H", "H", "H", "H", "H", "H", "H", "H"], "coordinates": [[-0.25, 0.12, 0.04], [-2.75, 0.73, -0.03], [2.39, 0.60, -0.22], [0.37, -2.02, 1.37], [-1.19, -1.96, -0.94], [-0.20, 0.64, -2.46], [-0.17, 2.90, -0.13], [-0.06, 0.49, 2.47], [2.07, 3.29, -0.23], [2.06, 1.32, 2.53], [-1.36, -3.43, -2.63], [0.64, 4.94, 0.41], [-3.23, -2.82, -1.46], [1.91, -2.78, 2.87], [0.18, -4.11, 2.16], [0.79, 1.26, 4.43], [-2.25, 1.18, -3.29], [-0.49, 0.85, -4.70], [0.81, -2.89, 2.12], [-1.90, -2.68, -1.66], [0.88, 0.95, 3.10], [-0.92, 0.87, -3.42], [0.78, 3.69, -0.08], [-3.47, -2.50, -0.53], [2.80, 1.40, 3.21], [-2.63, 1.17, -2.35], [-2.75, 1.44, -4.11], [0.50, 0.75, -4.82], [2.23, -3.67, 3.23], [0.67, -4.96, 2.41], [-0.10, 1.08, 4.86], [-0.37, -3.32, -2.78], [2.29, 2.30, -0.37], [-1.88, -3.86, -3.38], [-0.29, 5.29, 0.57], [2.51, -2.00, 2.66], [-0.65, -4.26, 1.62], [-1.12, 1.14, -5.42], [2.24, 1.02, 1.57], [-3.76, -3.46, -2.01], [1.49, 1.80, 4.90], [2.75, 4.00, -0.06], [1.44, 5.51, 0.54]]}

---

{"formula": "C16H26F6N2O4Ti", "method": "ωB97M-V/def2-TZVPD", "total_charge": -1, "spin_multiplicity": 4, "s2": 3.75, "homo_ev": [-0.74, -4.23], "max_force_ev_per_a": 5.4, "species": ["Ti", "F", "F", "F", "F", "F", "F", "O", "O", "O", "O", "N", "N", "C", "C", "C", "C", "C", "C", "C", "C", "C", "C", "C", "C", "C", "C", "C", "C", "H", "H", "H", "H", "H", "H", "H", "H", "H", "H", "H", "H", "H", "H", "H", "H", "H", "H", "H", "H", "H", "H", "H", "H", "H", "H"], "coordinates": [[-17.42, 15.20, 3.27], [-16.50, 17.56, 8.02], [-16.55, 13.53, -0.93], [-16.14, 18.83, 6.35], [-14.42, 14.06, -0.44], [-15.58, 13.29, 1.00], [-18.14, 18.16, 6.83], [-15.54, 16.16, 1.55], [-17.58, 15.70, 5.77], [-15.96, 16.66, 4.55], [-17.41, 15.49, 0.85], [-19.50, 16.69, 3.49], [-16.19, 13.11, 4.43], [-18.97, 13.76, 6.36], [-15.74, 14.10, -0.03], [-18.99, 12.01, 2.00], [-21.30, 16.56, 5.36], [-18.46, 10.99, 2.99], [-23.02, 14.86, 4.97], [-20.30, 16.56, 4.29], [-18.44, 15.25, -0.15], [-22.73, 16.31, 4.88], [-19.76, 15.50, 0.64], [-16.89, 11.03, 3.06], [-17.81, 14.64, 6.78], [-16.49, 12.22, 3.79], [-16.87, 17.80, 6.73], [-16.49, 16.60, 5.86], [-16.14, 15.52, 0.46], [-22.96, 16.77, 3.92], [-18.28, 15.82, -1.06], [-20.51, 15.62, -0.14], [-21.29, 17.56, 5.80], [-15.70, 16.05, 6.36], [-18.64, 10.10, 2.39], [-23.39, 16.91, 5.51], [-16.40, 11.24, 2.11], [-18.81, 13.59, 5.29], [-18.00, 15.06, 7.76], [-19.86, 11.62, 1.48], [-17.06, 13.85, 6.86], [-19.61, 16.50, 1.03], [-22.51, 14.28, 4.20], [-18.83, 10.93, 4.01], [-20.09, 14.87, 1.47], [-24.03, 14.56, 4.71], [-16.36, 10.33, 3.69], [-15.96, 16.34, -0.25], [-19.30, 12.83, 2.65], [-18.26, 12.55, 1.40], [-22.78, 14.45, 5.95], [-19.03, 12.83, 6.93], [-19.87, 14.31, 6.63], [-18.47, 14.18, -0.33], [-20.96, 16.02, 6.24]]}

---

{"formula": "C3H9N2O2", "method": "ωB97M-V/def2-TZVPD", "total_charge": 1, "homo_ev": -14.32, "max_force_ev_per_a": 5.3, "e_above_lowest_ev": 6.058, "species": ["O", "O", "N", "N", "C", "C", "C", "H", "H", "H", "H", "H", "H", "H", "H", "H"], "coordinates": [[1.66, 0.51, 0.38], [-0.87, -0.89, -0.51], [-0.05, -0.03, -1.03], [-0.36, 1.20, -0.79], [-0.46, -2.20, -0.88], [-1.43, 1.63, 0.05], [2.41, 0.42, 1.41], [-1.04, -2.51, -1.81], [-1.35, 1.17, 1.02], [-1.40, 2.64, 0.18], [0.12, 1.92, -1.37], [-0.59, -3.04, -0.18], [3.53, 0.37, 1.32], [-2.45, 1.22, -0.33], [0.65, -2.31, -1.02], [1.90, 0.34, 2.35]]}